Record 1
{"formula": "ClFe", "method": "wB97M-V/def2-TZVPD", "multiplicity": 7, "charge": 3, "lumo_ev": [-20.709, -25.828], "homo_energy_ev": [-35.484, -33.350], "elements": ["Fe", "Cl"], "coordinates": [[0.524, -0.616, -0.869], [-0.524, 0.616, 0.869]], "forces_ev_per_angstrom": [[1.179, -1.387, -1.955], [-1.179, 1.387, 1.955]]}

***

Record 2
{"formula": "ClFeH10O5", "method": "wB97M-V/def2-TZVPD", "multiplicity": 6, "charge": 0, "lumo_ev": [-0.762, -2.780], "homo_energy_ev": [-9.369, -10.982], "elements": ["Fe", "Cl", "O", "H", "H", "O", "H", "H", "O", "H", "H", "O", "H", "H", "O", "H", "H"], "coordinates": [[30.898, -19.755, -28.315], [30.067, -17.528, -29.164], [31.560, -17.284, -32.043], [31.124, -17.214, -31.194], [31.940, -16.418, -32.190], [27.431, -17.732, -31.106], [27.092, -18.424, -30.537], [28.379, -17.762, -30.981], [27.843, -17.563, -26.630], [28.239, -17.206, -27.425], [26.978, -17.864, -26.908], [30.290, -15.634, -26.564], [31.139, -15.980, -26.289], [29.937, -16.304, -27.150], [28.106, -14.616, -29.968], [27.464, -15.095, -30.493], [28.675, -15.295, -29.607]], "forces_ev_per_angstrom": [[-0.546, 1.386, -0.502], [0.525, -1.484, 0.513], [0.126, -0.258, -0.293], [-0.143, 0.049, 0.323], [0.090, 0.214, -0.102], [-0.336, 0.207, -0.203], [-0.115, -0.147, 0.119], [0.339, 0.006, 0.024], [0.111, -0.287, 0.301], [-0.050, 0.117, -0.319], [-0.274, -0.021, -0.033], [-0.036, 0.357, 0.238], [0.208, -0.024, 0.067], [0.098, -0.068, -0.105], [0.016, 0.352, 0.063], [-0.181, -0.251, -0.182], [0.170, -0.149, 0.089]]}

***

Record 3
{"formula": "ClH10NiO5", "method": "wB97M-V/def2-TZVPD", "multiplicity": 3, "charge": 1, "lumo_ev": [-7.697, -9.298], "homo_energy_ev": [-13.706, -13.688], "elements": ["Ni", "Cl", "O", "H", "H", "O", "H", "H", "O", "H", "H", "O", "H", "H", "O", "H", "H"], "coordinates": [[-2.463, -1.234, -0.739], [-0.626, -0.002, 0.191], [1.834, -1.120, 1.765], [1.036, -0.707, 1.434], [2.515, -0.856, 1.146], [0.003, 0.183, 3.704], [0.718, -0.291, 3.281], [-0.765, -0.012, 3.167], [-1.272, -2.735, -1.556], [-0.358, -2.504, -1.390], [-1.229, -3.588, -1.988], [-2.149, 2.365, -1.594], [-1.685, 2.830, -2.290], [-1.516, 1.723, -1.271], [2.313, 2.160, -1.170], [2.048, 1.946, -2.065], [1.594, 1.842, -0.625]], "forces_ev_per_angstrom": [[2.486, 0.504, 0.433], [-2.288, -1.120, -1.123], [-0.078, -0.324, 0.169], [-0.006, 0.012, -0.132], [0.405, 0.130, -0.047], [-0.233, 0.220, 0.044], [0.538, -0.195, 0.128], [-0.265, 0.006, 0.043], [-0.621, 1.044, 0.485], [0.661, 0.355, 0.270], [-0.621, -0.561, -0.288], [-0.395, -0.472, 0.039], [0.043, 0.289, -0.272], [0.373, 0.108, 0.248], [0.100, -0.066, 0.081], [0.053, 0.019, -0.318], [-0.151, 0.051, 0.242]]}

***

Record 4
{"formula": "ClH10O6V", "method": "wB97M-V/def2-TZVPD", "multiplicity": 2, "charge": 1, "lumo_ev": [-9.102, -7.835], "homo_energy_ev": [-13.442, -13.878], "elements": ["O", "V", "Cl", "O", "H", "H", "O", "H", "H", "O", "H", "H", "O", "H", "H", "O", "H", "H"], "coordinates": [[1.335, 2.043, 2.071], [1.832, 0.487, 1.957], [0.477, 0.133, 0.567], [-0.373, -0.363, -1.836], [-0.247, -0.049, -0.940], [-0.019, -1.252, -1.831], [0.266, -2.163, -0.818], [0.166, -1.571, -0.072], [-0.522, -2.706, -0.800], [-1.500, 0.017, 2.224], [-0.600, 0.091, 1.907], [-1.958, 0.754, 1.820], [-1.691, 0.579, -0.375], [-1.903, 1.500, -0.528], [-0.920, 0.601, 0.193], [2.260, 0.559, -1.096], [1.876, 0.728, -1.956], [1.522, 0.613, -0.488]], "forces_ev_per_angstrom": [[2.489, -4.511, 0.632], [0.942, 6.570, 2.905], [2.003, -2.764, 2.212], [0.476, 2.573, -3.337], [-1.031, -0.625, -3.081], [0.306, -0.120, -0.826], [1.281, -3.867, 1.807], [-0.213, -1.280, -0.134], [-0.302, -0.575, 0.021], [-0.215, -0.523, 1.430], [-1.367, 0.016, 1.360], [-0.521, 0.166, -0.045], [-3.281, 1.621, 0.944], [-0.416, 0.461, -0.360], [-3.346, 1.556, -0.357], [1.434, 0.230, -0.041], [0.051, 0.041, -0.655], [1.709, 1.031, -2.475]]}